146
Properties=species:S:1:pos:R:3:lowdin_charge:R:1 method="wB97M-V/def2-TZVPD" lumo_energy_ha="-0.2578 / -0.2683" spin_multiplicity=2 charge=+2 homo_lumo_gap_ev="5.73 / 5.44" homo_ev="-12.745 / -12.741"
Ir -0.449 -0.555 -0.499 1.05
N 1.378 -0.473 0.583 -0.42
S 2.019 -0.206 1.877 0.77
N 1.955 1.261 2.590 -0.36
S 1.240 2.570 2.180 0.92
N -0.243 2.678 2.640 -0.36
S -1.422 2.012 1.713 0.81
N -0.909 1.426 0.443 -0.43
C -2.516 3.424 1.521 -0.32
C -2.931 4.028 2.700 -0.06
C -3.768 5.128 2.632 -0.04
C -4.179 5.606 1.393 -0.04
C -3.757 4.990 0.224 -0.04
C -2.914 3.890 0.283 -0.06
C -2.348 1.013 2.883 -0.31
C -1.778 0.690 4.104 -0.08
C -2.530 -0.017 5.027 -0.06
C -3.829 -0.397 4.719 -0.04
C -4.392 -0.056 3.498 -0.04
C -3.655 0.668 2.576 -0.10
C 1.418 3.025 0.460 -0.32
C 0.566 4.010 -0.019 -0.08
C 0.671 4.406 -1.339 -0.04
C 1.654 3.854 -2.148 -0.03
C 2.538 2.917 -1.636 -0.04
C 2.414 2.478 -0.325 -0.05
C 2.096 3.848 3.064 -0.29
C 1.394 4.960 3.504 -0.05
C 2.090 5.988 4.119 -0.04
C 3.465 5.898 4.279 -0.04
C 4.156 4.781 3.826 -0.04
C 3.472 3.750 3.206 -0.05
C 3.803 -0.408 1.740 -0.31
C 4.320 -0.976 0.591 -0.08
C 5.694 -1.115 0.468 -0.05
C 6.524 -0.691 1.497 -0.05
C 5.989 -0.132 2.650 -0.05
C 4.617 0.016 2.779 -0.07
C 1.626 -1.340 3.216 -0.30
C 1.797 -2.683 2.915 -0.06
C 1.587 -3.627 3.905 -0.05
C 1.193 -3.223 5.174 -0.06
C 1.017 -1.877 5.458 -0.05
C 1.249 -0.922 4.479 -0.07
H -2.592 3.633 3.647 0.12
H -4.100 5.607 3.541 0.12
H -4.835 6.463 1.342 0.12
H -4.085 5.369 -0.733 0.12
H -2.559 3.394 -0.610 0.10
H -0.777 1.029 4.323 0.08
H -2.108 -0.257 5.992 0.11
H -4.414 -0.947 5.443 0.12
H -5.402 -0.348 3.253 0.13
H -4.100 0.960 1.638 0.08
H -0.176 4.449 0.633 0.11
H -0.004 5.152 -1.735 0.12
H 1.740 4.163 -3.180 0.12
H 3.330 2.531 -2.256 0.09
H 3.078 1.725 0.075 0.10
H 0.322 4.998 3.376 0.11
H 1.557 6.859 4.473 0.12
H 4.003 6.701 4.764 0.12
H 5.226 4.717 3.955 0.12
H 3.988 2.872 2.842 0.10
H 3.626 -1.291 -0.177 0.07
H 6.115 -1.555 -0.424 0.11
H 7.595 -0.803 1.404 0.12
H 6.640 0.190 3.450 0.12
H 4.172 0.452 3.662 0.11
H 2.111 -2.967 1.920 0.12
H 1.749 -4.674 3.694 0.12
H 1.041 -3.960 5.949 0.12
H 0.718 -1.569 6.449 0.12
H 1.169 0.134 4.690 0.10
F -4.214 3.264 -5.291 0.17
C -3.908 2.555 -4.221 -0.11
C -2.579 2.403 -3.844 -0.15
F -1.603 2.979 -4.540 0.14
C -2.266 1.660 -2.723 -0.25
F -0.974 1.536 -2.401 -0.01
C -3.252 1.069 -1.932 -0.42
S -2.930 0.170 -0.478 0.87
C -4.588 1.267 -2.309 -0.22
F -5.546 0.793 -1.537 0.13
C -4.915 1.985 -3.447 -0.12
F -6.181 2.160 -3.783 0.16
C -2.124 -3.282 3.377 0.00
N -1.749 -4.128 2.256 -0.05
C -1.862 -5.569 2.459 -0.12
C -2.320 -6.261 1.188 -0.12
C -1.432 -5.823 0.041 -0.13
N -1.322 -4.363 -0.027 -0.03
C -0.482 -3.916 -1.136 -0.19
C -1.402 -3.579 1.095 -0.53
O -1.213 -2.336 1.001 -0.16
H -3.210 -3.293 3.493 0.11
H -1.794 -2.264 3.191 0.08
H -1.656 -3.661 4.285 0.09
H -2.581 -5.741 3.259 0.13
H -0.888 -5.958 2.780 0.13
H -3.355 -6.001 0.976 0.12
H -2.255 -7.342 1.301 0.13
H -1.863 -6.159 -0.903 0.14
H -0.426 -6.248 0.152 0.14
H -0.455 -4.732 -1.863 0.15
H 0.534 -3.709 -0.781 0.14
H -1.733 -2.890 -2.299 0.07
F -4.711 -3.864 0.221 -0.46
Te -3.681 -2.454 -0.662 1.89
F -4.326 -1.666 1.140 -0.55
F -5.376 -1.858 -1.205 -0.40
F -3.785 -3.971 -2.017 -0.48
F -3.332 -1.625 -2.633 -0.55
O -0.915 -2.732 -1.763 -0.25
C 2.174 -5.033 -4.063 -0.06
C 1.090 -4.462 -4.713 -0.05
C 0.654 -3.193 -4.361 -0.08
C 1.313 -2.489 -3.361 -0.36
C 2.387 -3.072 -2.697 -0.12
C 2.822 -4.338 -3.051 -0.06
As 0.767 -0.676 -2.872 1.40
C -0.131 -0.070 -4.479 -0.30
C -1.435 -0.335 -4.863 -0.09
C -1.918 0.197 -6.052 -0.05
C -1.107 1.009 -6.831 -0.04
C 0.198 1.277 -6.443 0.00
C 0.703 0.733 -5.269 -0.18
C 2.086 0.857 -4.786 -0.18
C 3.126 1.478 -5.469 0.00
C 4.416 1.426 -4.966 -0.05
C 4.682 0.752 -3.782 -0.07
C 3.648 0.152 -3.079 -0.11
C 2.356 0.206 -3.575 -0.28
H 2.519 -6.016 -4.349 0.11
H 0.584 -5.001 -5.501 0.12
H -0.190 -2.747 -4.873 0.11
H 2.884 -2.525 -1.903 0.08
H 3.669 -4.781 -2.545 0.11
H -2.077 -0.955 -4.246 0.09
H -2.929 -0.022 -6.365 0.12
H -1.493 1.438 -7.744 0.12
H 0.819 1.903 -7.068 0.12
H 2.933 1.982 -6.405 0.12
H 5.221 1.903 -5.506 0.12
H 5.694 0.696 -3.409 0.11
H 3.852 -0.350 -2.141 0.08



132
Properties=species:S:1:pos:R:3:lowdin_charge:R:1 method="wB97M-V/def2-TZVPD" lumo_energy_ha="-0.0866 / -0.0877" spin_multiplicity=3 charge=+1 homo_lumo_gap_ev="6.97 / 6.94" homo_ev="-9.323 / -9.323"
V -0.284 1.103 1.027 0.99
O -0.531 2.540 1.718 -0.26
C -0.321 3.205 2.899 -0.42
C -1.230 2.490 3.927 -0.04
C -1.045 1.002 4.014 -0.20
C -1.072 0.424 5.279 0.01
C -1.194 -0.948 5.399 -0.01
C -1.233 -1.703 4.244 -0.01
C -1.059 -1.082 3.010 -0.22
C -0.872 -1.920 1.784 -0.05
C 0.543 -1.595 1.211 -0.43
O 0.375 -0.328 0.737 -0.29
C 0.956 -2.536 0.011 -0.39
C 1.807 -4.993 -0.509 -0.13
C 1.466 -4.780 -1.955 -0.12
C 1.710 -3.666 -2.634 -0.10
C 2.513 -2.526 -2.103 -0.17
C 2.111 -1.882 -0.743 -0.13
C 1.530 -1.542 2.378 -0.16
C 1.520 -2.494 3.393 -0.06
C 2.326 -2.343 4.508 -0.06
C 3.162 -1.246 4.623 -0.06
C 3.205 -0.315 3.603 -0.05
C 2.386 -0.452 2.496 -0.03
N -0.987 0.252 2.905 0.14
C -0.634 4.704 2.816 -0.13
C -0.159 5.415 1.719 -0.04
C -0.391 6.775 1.604 -0.06
C -1.073 7.454 2.599 -0.07
C -1.536 6.757 3.700 -0.06
C -1.317 5.394 3.809 -0.03
C 1.164 3.128 3.266 -0.13
C 1.617 3.368 4.557 -0.01
C 2.971 3.330 4.839 -0.06
C 3.886 3.077 3.832 -0.09
C 3.446 2.879 2.533 -0.08
C 2.091 2.910 2.252 -0.04
H -1.111 2.921 4.918 0.11
H -2.264 2.662 3.601 0.15
H -1.030 1.050 6.157 0.12
H -1.265 -1.407 6.371 0.12
H -1.379 -2.770 4.296 0.12
H -0.987 -2.976 2.014 0.13
H -1.575 -1.627 0.994 0.11
H 1.071 -5.671 -0.064 0.11
H 0.948 -5.595 -2.442 0.11
H 1.394 -3.592 -3.666 0.10
H 2.681 -1.783 -2.885 0.14
H 2.177 -0.796 -0.728 0.15
H 0.878 -3.361 3.333 0.12
H 2.298 -3.087 5.291 0.11
H 3.782 -1.118 5.496 0.11
H 3.882 0.520 3.668 0.09
H 2.428 0.287 1.703 0.11
H 0.396 4.896 0.952 0.11
H -0.034 7.303 0.734 0.11
H -1.241 8.516 2.519 0.11
H -2.074 7.276 4.478 0.11
H -1.691 4.889 4.683 0.11
H 0.922 3.605 5.348 0.12
H 3.306 3.508 5.849 0.11
H 4.940 3.046 4.055 0.11
H 4.151 2.700 1.734 0.12
H 1.741 2.790 1.226 0.10
O -1.345 3.847 -0.367 -0.02
N -2.144 2.846 -0.796 -0.08
C -3.364 2.777 -0.464 -0.05
C -4.144 1.770 -1.145 -0.20
C -5.473 1.507 -0.823 -0.02
C -6.167 0.529 -1.513 -0.06
C -5.532 -0.199 -2.507 -0.05
C -4.208 0.060 -2.826 -0.06
C -3.517 1.070 -2.181 -0.17
P -1.686 1.056 -2.341 0.81
C -0.449 2.380 -2.659 -0.26
C -0.504 3.307 -3.688 -0.06
C 0.573 4.146 -3.914 -0.06
C 1.706 4.059 -3.121 -0.07
C 1.762 3.138 -2.087 -0.06
C 0.684 2.302 -1.860 -0.09
C -1.465 0.268 -3.980 -0.29
C -0.524 -0.735 -4.151 -0.07
C -0.257 -1.221 -5.421 -0.06
C -0.906 -0.686 -6.522 -0.07
C -1.844 0.320 -6.354 -0.07
C -2.124 0.795 -5.087 -0.11
H -1.816 4.441 0.255 0.11
H -3.828 3.451 0.264 0.15
H -5.948 2.068 -0.030 0.12
H -7.198 0.321 -1.268 0.11
H -6.062 -0.982 -3.027 0.11
H -3.712 -0.529 -3.582 0.10
H -1.383 3.373 -4.310 0.11
H 0.533 4.861 -4.723 0.11
H 2.549 4.703 -3.317 0.11
H 2.650 3.062 -1.471 0.11
H 0.721 1.555 -1.058 0.08
H -0.022 -1.134 -3.281 0.06
H 0.464 -2.012 -5.558 0.10
H -0.670 -1.042 -7.515 0.11
H -2.344 0.742 -7.213 0.11
H -2.876 1.562 -4.948 0.11
O -1.241 0.208 -1.213 -0.36
S -0.523 -2.651 -1.089 1.05
C -1.487 -4.193 -0.759 -0.33
C -2.095 -4.661 -2.050 -0.30
C -2.645 -3.736 -2.931 -0.07
C -3.226 -4.147 -4.116 -0.08
C -3.291 -5.496 -4.423 -0.09
C -2.740 -6.423 -3.556 -0.08
C -2.136 -6.008 -2.381 -0.05
C 1.926 -3.717 0.327 -0.13
C 3.139 -2.817 -0.056 -0.26
C 4.072 -2.394 1.015 -0.01
C 5.151 -1.673 0.704 -0.07
C 5.515 -1.431 -0.679 -0.08
C 4.952 -2.143 -1.655 -0.04
C 3.799 -3.065 -1.428 -0.16
H -2.274 -3.933 -0.047 0.08
H -0.840 -4.951 -0.330 0.07
H -2.590 -2.687 -2.678 0.08
H -3.632 -3.415 -4.801 0.10
H -3.771 -5.816 -5.336 0.10
H -2.779 -7.476 -3.790 0.10
H -1.703 -6.739 -1.714 0.11
H 2.765 -5.520 -0.439 0.13
H 1.929 -3.995 1.383 0.13
H 3.869 -2.688 2.032 0.10
H 5.828 -1.323 1.469 0.10
H 6.330 -0.750 -0.881 0.10
H 5.304 -2.086 -2.676 0.12
H 4.072 -4.088 -1.709 0.15



145
Properties=species:S:1:pos:R:3:lowdin_charge:R:1 method="wB97M-V/def2-TZVPD" lumo_energy_ha=0.1386 charge=-2 homo_lumo_gap_ev=5.64 homo_ev=-1.868 relative_energy_kj_mol=196.5
Sr 1.419 -0.662 -0.979 1.55
O 3.006 -4.412 -1.684 0.02
C 2.315 -3.459 -2.038 -0.60
O 2.607 -2.213 -1.935 -0.30
C 0.975 -3.786 -2.729 -0.03
C 0.929 -4.934 -3.465 0.05
C -0.239 -5.321 -4.137 -0.15
C -1.383 -4.570 -4.042 0.05
C -1.377 -3.403 -3.305 -0.05
C -0.194 -2.928 -2.621 -0.27
O -0.174 -1.849 -1.954 -0.26
N -2.657 -2.688 -3.252 -0.34
O -2.725 -1.589 -2.737 0.07
O -3.635 -3.234 -3.754 0.02
N -0.253 -6.535 -4.936 -0.37
O -1.299 -6.880 -5.469 0.03
O 0.787 -7.163 -5.045 0.04
H 1.813 -5.555 -3.513 0.13
H -2.283 -4.882 -4.544 0.12
C 6.327 -1.646 -1.009 -0.01
C 7.239 -0.483 -0.692 -0.21
C 8.543 -0.729 -0.261 -0.06
C 9.458 0.289 -0.042 -0.11
C 9.082 1.604 -0.287 -0.10
C 7.786 1.881 -0.686 -0.03
C 6.851 0.858 -0.857 -0.21
N 5.547 1.204 -1.258 0.14
C 4.342 0.715 -0.739 -0.36
N 4.484 0.209 0.516 0.15
C 3.784 -0.715 1.405 -0.23
C 2.529 -1.249 1.126 -0.19
C 2.101 -2.232 2.031 -0.17
C 2.830 -2.628 3.144 -0.13
C 4.033 -1.993 3.420 -0.09
C 4.531 -1.022 2.561 -0.23
C 5.819 -0.307 2.920 -0.05
N 3.249 0.864 -1.426 0.00
C 3.253 1.734 -2.549 -0.24
C 3.276 3.113 -2.289 -0.04
C 3.173 4.053 -3.299 -0.09
C 3.043 3.627 -4.615 -0.11
C 3.043 2.268 -4.884 -0.06
C 3.161 1.302 -3.880 -0.20
C 3.246 -0.151 -4.281 -0.03
H 6.906 -2.453 -1.460 0.08
H 5.525 -1.376 -1.697 0.08
H 5.842 -2.051 -0.116 0.09
H 8.844 -1.762 -0.115 0.11
H 10.458 0.058 0.305 0.09
H 9.791 2.413 -0.152 0.09
H 7.472 2.905 -0.863 0.11
H 5.444 1.990 -1.878 0.13
H 5.437 0.319 0.818 0.08
H 1.135 -2.715 1.863 0.08
H 2.459 -3.405 3.809 0.08
H 4.599 -2.249 4.310 0.09
H 6.170 -0.646 3.897 0.07
H 5.664 0.776 2.985 0.08
H 6.632 -0.491 2.206 0.07
H 3.347 3.434 -1.254 0.11
H 3.169 5.107 -3.052 0.10
H 2.935 4.345 -5.420 0.09
H 2.961 1.928 -5.912 0.11
H 2.503 -0.382 -5.048 0.08
H 3.106 -0.837 -3.449 0.04
H 4.231 -0.360 -4.708 0.09
O -1.550 -0.968 0.201 -0.05
N -2.516 -0.158 0.729 0.01
C -2.769 -0.453 1.931 -0.12
C -3.773 0.315 2.686 -0.23
C -4.345 -0.344 3.775 -0.06
C -5.369 0.228 4.507 -0.09
C -5.832 1.483 4.148 -0.09
C -5.249 2.162 3.087 -0.08
C -4.202 1.616 2.337 -0.29
P -3.336 2.584 0.985 1.15
C -3.839 4.307 1.470 -0.37
C -3.033 4.855 2.472 -0.11
C -3.308 6.100 3.018 -0.08
C -4.395 6.835 2.556 -0.11
C -5.193 6.312 1.547 -0.10
C -4.917 5.060 1.008 -0.10
C -4.435 2.255 -0.456 -0.36
C -4.446 3.158 -1.522 -0.12
C -5.195 2.903 -2.663 -0.10
C -5.931 1.731 -2.768 -0.10
C -5.915 0.818 -1.723 -0.08
C -5.173 1.078 -0.577 -0.09
H -1.570 -0.811 -0.756 0.06
H -2.267 -1.295 2.408 0.13
H -3.987 -1.337 4.026 0.11
H -5.806 -0.303 5.345 0.10
H -6.645 1.943 4.698 0.10
H -5.618 3.147 2.843 0.10
H -2.177 4.286 2.825 0.08
H -2.668 6.501 3.795 0.10
H -4.614 7.809 2.975 0.09
H -6.045 6.876 1.183 0.09
H -5.564 4.662 0.235 0.10
H -3.850 4.063 -1.462 0.10
H -5.192 3.619 -3.478 0.10
H -6.499 1.521 -3.667 0.09
H -6.473 -0.107 -1.801 0.10
H -5.159 0.349 0.224 0.09
C 3.274 6.329 1.592 -0.07
C 3.369 4.798 1.592 -0.38
C 4.840 4.384 1.496 -0.07
C 2.694 4.180 2.812 -0.14
C 3.204 4.524 4.063 -0.08
C 2.699 3.995 5.240 -0.12
C 1.634 3.106 5.159 -0.07
C 1.084 2.742 3.941 -0.14
C -0.100 1.793 3.903 -0.38
C -1.231 2.244 4.833 -0.07
C 0.342 0.369 4.246 -0.05
C 1.616 3.245 2.719 -0.18
N 1.107 2.702 1.553 0.10
C 0.628 3.428 0.553 -0.29
C 0.310 4.823 0.594 -0.06
C -0.180 5.525 -0.496 -0.13
C -0.414 4.896 -1.717 -0.15
C -0.181 3.522 -1.785 -0.06
C 0.278 2.843 -0.690 -0.22
F 0.394 1.471 -0.857 -0.12
H 3.665 6.740 0.654 0.07
H 3.856 6.753 2.418 0.07
H 2.241 6.663 1.699 0.06
H 2.866 4.433 0.706 0.09
H 5.414 4.764 2.348 0.07
H 5.295 4.779 0.579 0.07
H 4.923 3.300 1.484 0.07
H 4.034 5.225 4.119 0.10
H 3.119 4.272 6.201 0.08
H 1.215 2.696 6.075 0.10
H -0.466 1.783 2.878 0.11
H -0.971 2.078 5.885 0.07
H -2.150 1.681 4.624 0.06
H -1.448 3.310 4.710 0.06
H 0.807 0.334 5.238 0.08
H 1.071 0.014 3.517 0.07
H -0.515 -0.320 4.243 0.07
H 0.468 5.331 1.538 0.10
H -0.389 6.586 -0.391 0.09
H -0.789 5.440 -2.575 0.08
H -0.363 2.965 -2.700 0.12